Density functional theory data (the ωB97M-V functional and the def2-TZVPD basis) for a structure of composition C44H45FInN11O6S2 at a distorted geometry.

Geometry (Å):
In (-12.0653, 22.5545, 10.9078)
C (-9.7561, 24.3614, 12.4009)
N (-9.7041, 22.9352, 11.9983)
C (-9.1089, 21.9938, 12.9294)
C (-9.7260, 22.0049, 14.3067)
N (-10.2615, 23.0387, 14.9124)
C (-10.4574, 22.6930, 16.2284)
C (-11.0157, 23.4476, 17.2426)
C (-11.3150, 22.7792, 18.4214)
C (-11.0439, 21.4155, 18.5444)
C (-10.3134, 20.7110, 17.5962)
C (-10.0158, 21.3248, 16.4234)
N (-9.5668, 20.9321, 15.1633)
C (-11.1543, 24.7310, 12.8451)
N (-12.1706, 24.4883, 12.0062)
C (-13.2607, 25.2170, 12.5069)
C (-14.5780, 25.3257, 12.0699)
C (-15.4872, 26.0047, 12.9342)
C (-15.1550, 26.5065, 14.1757)
C (-13.7541, 26.5150, 14.5216)
C (-12.8654, 25.9019, 13.6766)
N (-11.4915, 25.5650, 13.8082)
H (-8.9843, 24.5682, 13.1970)
H (-9.6019, 24.9534, 11.4784)
H (-9.2278, 22.8851, 11.0933)
H (-9.1002, 21.0095, 12.3625)
H (-8.0498, 22.2768, 13.1062)
H (-11.2923, 24.4803, 17.0734)
H (-11.9751, 23.2446, 19.1970)
H (-11.3817, 20.7763, 19.3822)
H (-10.0714, 19.6482, 17.7641)
H (-9.1386, 20.0443, 14.9196)
H (-14.9114, 24.9144, 11.1012)
H (-16.4618, 26.1002, 12.5461)
H (-15.8582, 26.9997, 14.8592)
H (-13.5025, 26.9259, 15.5254)
H (-10.9375, 25.5686, 14.6536)
C (-9.0912, 16.0936, 11.8971)
C (-10.1761, 15.9827, 10.7516)
N (-10.6813, 17.3003, 10.3473)
C (-11.1185, 18.0743, 11.3293)
C (-11.1247, 19.4614, 11.3024)
C (-11.8057, 20.0073, 12.5209)
O (-11.9421, 19.2636, 13.4821)
O (-12.2808, 21.2207, 12.5242)
C (-10.8729, 20.0770, 10.0031)
O (-10.7808, 21.3849, 9.7447)
C (-10.6171, 19.2095, 8.8799)
C (-10.6680, 19.6826, 7.5802)
C (-10.4399, 18.8236, 6.5472)
F (-10.4564, 19.2519, 5.2379)
C (-10.3105, 17.4245, 6.6689)
C (-10.5253, 16.9262, 7.9961)
C (-10.6086, 17.8064, 9.0453)
N (-10.0508, 16.6002, 5.5830)
C (-10.4672, 15.2456, 5.5651)
C (-9.3676, 14.2389, 5.2485)
N (-8.7047, 14.5973, 3.9841)
C (-8.2707, 16.0902, 3.8694)
C (-9.3529, 17.0776, 4.3322)
H (-8.1789, 16.6409, 11.5542)
H (-8.8707, 15.0697, 12.2383)
H (-9.5191, 16.6354, 12.7298)
H (-11.0821, 15.4273, 11.0839)
H (-9.6548, 15.4227, 9.9251)
H (-11.4603, 17.5616, 12.2124)
H (-10.8313, 20.7439, 7.4020)
H (-10.4223, 15.8507, 8.2521)
H (-11.3040, 15.0596, 4.8025)
H (-10.9047, 14.9445, 6.5185)
H (-9.8197, 13.2007, 5.1508)
H (-8.6026, 14.1593, 6.0633)
H (-9.3759, 14.3442, 3.1663)
H (-7.8636, 14.0116, 3.8220)
H (-7.9328, 16.1428, 2.8098)
H (-7.3365, 16.1413, 4.4778)
H (-10.0649, 17.2689, 3.5031)
H (-8.9047, 18.0470, 4.5020)
S (-9.2722, 23.5115, 5.2079)
C (-7.8024, 23.3982, 5.6250)
C (-15.5707, 22.7403, 5.1226)
N (-14.7650, 22.8017, 6.3417)
C (-15.1661, 22.2049, 7.6583)
C (-13.8801, 22.5224, 8.4142)
O (-13.7966, 22.2275, 9.6476)
N (-12.8885, 23.0042, 7.6475)
C (-13.4864, 23.2348, 6.4344)
N (-12.7709, 23.7748, 5.4021)
H (-16.1883, 21.8333, 5.1946)
H (-14.9208, 22.5954, 4.2471)
H (-16.2469, 23.6043, 4.9256)
H (-15.2859, 21.0858, 7.6417)
H (-16.0914, 22.6864, 8.0469)
H (-11.9100, 24.1369, 5.7578)
H (-13.2064, 24.3496, 4.6697)
O (-3.6029, 29.0283, 5.9863)
C (-3.6547, 28.2152, 7.1307)
O (-3.1207, 28.6147, 8.1355)
C (-4.2875, 26.8627, 6.9775)
C (-4.5159, 26.2938, 5.7055)
C (-5.4020, 25.2447, 5.5884)
C (-5.6865, 24.4770, 6.7144)
S (-6.5332, 22.9366, 6.5828)
C (-5.1178, 24.8254, 7.9432)
C (-4.4904, 26.0552, 8.1607)
H (-4.2984, 29.0420, 5.3535)
H (-4.1566, 26.8245, 4.8337)
H (-5.8164, 24.8935, 4.6873)
H (-5.1980, 24.1323, 8.8132)
H (-4.4079, 26.5239, 9.1544)

For the total energy, the calculation gives -3843.46226 Ha. As for the spin multiplicity: 2. As for the expectation value of S²: 0.9082. As for the HOMO-LUMO gap (spin up / spin down): 0.077 / 0.074 Ha. Its charge is +1. The LUMO energy (spin up / spin down) is -2.97 / -3.00 eV.